Here is a 2-piece molecular cluster, C3H6N2O2 overall from the OMol25 dataset. Energies are from wB97M-V/def2-TZVPD.

Results
ΔE to the lowest compared entry with this formula, charge and spin: 68.3 kcal/mol
LUMO energy: 0.034 Eh
SMILES: NC=C(O)O.C#N
HOMO: -7.58 eV
energy: -10281.835 eV

The geometry in ORCA input format:
```
! RIJCOSX wB97M-V def2-TZVPD def2/J DEFGRID3
* xyz 0 1
N 1.62489 -0.08372 -1.10022
C 0.68111 -0.65057 -0.17922
C -0.59630 -0.72855 -0.54741
O -1.57290 -1.25165 0.22243
O -1.02729 -0.27230 -1.75438
H 2.54726 -0.47587 -0.93520
H 1.70232 0.92233 -0.96693
H 1.00416 -1.02882 0.77946
H -2.41191 -1.03277 -0.20513
H -0.22890 -0.02795 -2.24533
C -0.57033 1.55187 2.33625
N -0.69939 1.43218 1.21153
H -0.45271 1.64583 3.38415
*
```